Entry from the OMol25 dataset: a cluster of 2 separate species, C3H11NO in total in a non-equilibrium geometry (the ωB97M-V functional and the def2-TZVPD basis).

```
! RIJCOSX wB97M-V def2-TZVPD def2/J DEFGRID3
* xyz 0 1
C -1.22 -1.48 -0.03
C -0.47 -0.44 -0.91
N 0.34 0.38 -0.08
C 1.17 1.37 -0.83
H -1.70 -0.84 0.73
H -0.59 -2.22 0.48
H -2.01 -2.01 -0.59
H -1.13 0.28 -1.42
H 0.15 -0.94 -1.68
H 0.99 -0.23 0.44
H 1.91 0.82 -1.43
H 1.71 1.94 -0.06
H 0.64 2.08 -1.49
O 0.23 0.06 2.30
H -0.01 0.59 1.51
H -0.01 0.64 3.06
*
```

The frontier orbital gap comes out at 10.27 eV. The calculation puts the HOMO energy at -9.2232 eV.

natural (NBO) atomic charge list, values in e, 5 entries: -0.622 -0.208 -0.651 -0.417 0.220

Entry from the OMol25 dataset: a cluster of 3 separate species, C3H11NO2 in total in a non-equilibrium geometry (the ωB97M-V functional and the def2-TZVPD basis).

```
! RIJCOSX wB97M-V def2-TZVPD def2/J DEFGRID3
* xyz -1 2
C 1.85 -1.59 0.63
C 2.09 -0.26 0.75
N 1.03 0.61 0.54
C 1.12 1.95 1.14
H 0.82 -1.87 0.78
H 2.61 -2.34 0.44
H 3.02 0.24 0.99
H 0.12 0.26 0.32
H 0.17 2.09 1.68
H 1.95 2.16 1.80
H 1.13 2.63 0.27
H -3.03 0.58 1.06
H -3.20 2.05 0.86
O -2.90 1.42 1.53
H -1.92 -3.42 -4.10
H -2.64 -1.90 -4.12
O -2.21 -2.61 -4.55
*
```

The frontier orbital gap (alpha / beta) comes out at 2.85 / 8.23 eV. The calculation puts the HOMO energy (alpha / beta) at 0.8167 / -4.6097 eV.

natural (NBO) atomic charge list, values in e, 5 entries: -0.613 0.023 -0.642 -0.449 0.186

Entry from the OMol25 dataset: a cluster of 2 separate species, C3H11NO2 in total in a non-equilibrium geometry (the ωB97M-V functional and the def2-TZVPD basis).

```
! RIJCOSX wB97M-V def2-TZVPD def2/J DEFGRID3
* xyz 0 1
C 1.31 0.54 1.18
C 0.62 -0.35 0.15
O 0.50 0.33 -1.10
C -0.64 -0.99 0.63
N -1.18 -1.90 -0.37
H 1.90 1.33 0.70
H 0.65 1.03 1.88
H 2.00 -0.08 1.74
H 1.36 -1.14 -0.04
H -0.18 -0.12 -1.63
H -0.47 -1.48 1.60
H -1.41 -0.26 0.86
H -2.18 -1.94 -0.27
H -0.82 -2.84 -0.34
O -0.86 2.67 -1.79
H -0.11 3.22 -2.01
H -0.48 1.99 -1.20
*
```

The frontier orbital gap comes out at 10.75 eV. The calculation puts the HOMO energy at -9.8809 eV.

natural (NBO) atomic charge list, values in e, 5 entries: -0.628 0.088 -0.742 -0.246 -0.854

Entry from the OMol25 dataset: a cluster of 2 separate species, C3H11NO2 in total in a non-equilibrium geometry (the ωB97M-V functional and the def2-TZVPD basis).

```
! RIJCOSX wB97M-V def2-TZVPD def2/J DEFGRID3
* xyz 0 1
C -0.39 -1.95 0.05
C 0.81 -1.04 0.20
N 0.39 0.37 0.33
C 1.45 1.30 0.45
O 2.10 1.52 -0.80
H -0.08 -2.98 0.14
H -1.07 -1.73 0.87
H -0.90 -1.84 -0.90
H 1.53 -1.16 -0.63
H 1.37 -1.31 1.10
H -0.24 0.56 -0.43
H 1.07 2.23 0.88
H 2.17 0.89 1.15
H 2.60 2.34 -0.76
O -3.47 1.23 -0.33
H -2.98 0.44 -0.57
H -4.35 1.15 -0.74
*
```

The frontier orbital gap comes out at 9.90 eV. The calculation puts the HOMO energy at -9.0420 eV.

natural (NBO) atomic charge list, values in e, 5 entries: -0.619 -0.217 -0.633 0.095 -0.747

Entry from the OMol25 dataset: a cluster of 3 separate species, C3H11NO2 in total in a non-equilibrium geometry (the ωB97M-V functional and the def2-TZVPD basis).

```
! RIJCOSX wB97M-V def2-TZVPD def2/J DEFGRID3
* xyz 0 1
C 0.34 -1.82 1.95
C 1.38 -1.30 1.30
N 1.41 -0.58 0.12
C 2.32 0.64 0.12
H -0.69 -1.67 1.62
H 0.37 -2.27 2.93
H 2.37 -1.44 1.74
H 0.49 -0.22 -0.11
H 1.61 1.45 0.01
H 2.92 0.75 1.01
H 2.87 0.58 -0.82
O -0.28 3.45 -0.31
H -1.02 3.27 0.29
H -0.20 4.39 -0.46
O -4.51 -2.08 -3.06
H -4.18 -1.31 -2.63
H -5.19 -1.84 -3.71
*
```

The frontier orbital gap comes out at 8.58 eV. The calculation puts the HOMO energy at -8.0175 eV.

natural (NBO) atomic charge list, values in e, 5 entries: -0.525 0.017 -0.608 -0.419 0.183

Entry from the OMol25 dataset: a structure of composition C3H11NO2 in a non-equilibrium geometry (the ωB97M-V functional and the def2-TZVPD basis).

```
! RIJCOSX wB97M-V def2-TZVPD def2/J DEFGRID3
* xyz 0 1
C 0.59 1.28 0.02
O 1.04 1.04 1.29
C 0.02 -0.04 -0.55
C -0.19 -1.26 0.32
N -2.20 0.67 -1.48
H -0.32 1.94 0.06
H 1.35 1.81 -0.56
H 1.71 0.11 1.28
H 0.57 -0.46 -1.47
H 0.73 -1.83 0.51
H -0.98 -1.91 -0.10
H -0.69 -0.92 1.24
H -2.71 -0.12 -1.83
H -1.08 0.31 -1.04
H -2.72 1.52 -1.45
H 2.54 -1.12 2.34
O 2.33 -1.03 1.41
*
```

The frontier orbital gap comes out at 5.31 eV. The calculation puts the HOMO energy at -8.8737 eV.

natural (NBO) atomic charge list, values in e, 5 entries: -0.114 -0.644 -0.033 -0.676 -0.942

Entry from the OMol25 dataset: a cluster of 2 separate species, C3H11NO2 in total in a non-equilibrium geometry (the ωB97M-V functional and the def2-TZVPD basis).

```
! RIJCOSX wB97M-V def2-TZVPD def2/J DEFGRID3
* xyz 0 1
N -2.53 2.16 0.08
C -1.43 1.93 -0.90
C -0.71 0.59 -0.44
C 0.59 0.27 -1.31
O 1.06 -1.06 -0.86
H -3.21 2.84 -0.18
H -2.73 1.16 0.46
H -0.66 2.75 -1.06
H -1.59 1.71 -1.98
H -0.13 0.69 0.53
H -1.40 -0.32 -0.40
H 0.57 0.26 -2.42
H 1.35 0.96 -1.04
H 0.95 -1.87 -1.55
O 3.26 -4.36 3.50
H 2.53 -3.91 3.91
H 4.08 -3.80 3.66
*
```

The frontier orbital gap comes out at 9.98 eV. The calculation puts the HOMO energy at -9.1109 eV.

natural (NBO) atomic charge list, values in e, 5 entries: -0.870 -0.228 -0.432 -0.054 -0.764

Entry from the OMol25 dataset: a cluster of 3 separate species, C3H11NO2 in total in a non-equilibrium geometry (the ωB97M-V functional and the def2-TZVPD basis).

```
! RIJCOSX wB97M-V def2-TZVPD def2/J DEFGRID3
* xyz 0 1
C 0.03 0.73 -0.97
C 0.67 -0.32 -1.46
C 0.39 -1.74 -1.06
N 1.59 -0.24 -2.54
H 0.21 1.73 -1.35
H -0.59 0.62 -0.10
H -0.38 -1.76 -0.29
H 1.29 -2.22 -0.71
H -0.04 -2.24 -1.94
H 1.26 -0.74 -3.36
H 1.74 0.72 -2.83
O -2.53 -2.54 6.31
H -3.32 -2.61 5.77
H -1.87 -2.15 5.73
O 0.83 4.51 -0.32
H 0.81 3.70 -0.84
H -0.09 4.57 -0.05
*
```

The frontier orbital gap comes out at 9.59 eV. The calculation puts the HOMO energy at -8.9059 eV.

natural (NBO) atomic charge list, values in e, 5 entries: -0.499 0.208 -0.647 -0.821 0.170

Entry from the OMol25 dataset: a cluster of 2 separate species, C3H11NO2S in total in a non-equilibrium geometry (the ωB97M-V functional and the def2-TZVPD basis).

```
! RIJCOSX wB97M-V def2-TZVPD def2/J DEFGRID3
* xyz 0 1
O 2.25 -1.12 0.98
C 2.25 -0.16 -0.05
N 1.33 0.90 0.26
C -0.05 0.54 -0.21
C -1.02 1.71 -0.01
S -2.79 1.18 -0.02
H 1.48 -0.86 1.50
H 1.95 -0.62 -1.00
H 3.26 0.19 -0.26
H 1.38 1.87 -0.02
H -0.40 -0.25 0.45
H -0.11 0.25 -1.26
H -0.98 2.45 -0.81
H -0.95 2.27 0.92
H -2.85 0.46 -1.14
O -1.44 -3.18 0.47
H -2.21 -2.65 0.61
H -1.10 -2.97 -0.39
*
```

The frontier orbital gap comes out at 10.02 eV. The calculation puts the HOMO energy at -9.4598 eV.

natural (NBO) atomic charge list, values in e, 5 entries: -0.711 0.096 -0.663 -0.243 -0.513

Entry from the OMol25 dataset: a cluster of 2 separate species, C3H11NO2Si in total in a non-equilibrium geometry (the ωB97M-V functional and the def2-TZVPD basis).

```
! RIJCOSX wB97M-V def2-TZVPD def2/J DEFGRID3
* xyz 0 1
C 1.29 1.83 1.50
C 0.07 -1.48 -2.61
C -2.08 0.33 0.33
N 1.45 0.42 1.32
O 0.55 -0.27 -2.01
O -1.25 -0.58 0.99
Si 0.34 -0.74 0.75
H 0.86 2.02 2.53
H 2.22 2.30 1.30
H 0.54 2.12 0.92
H -0.86 -1.27 -3.23
H -0.08 -2.34 -1.81
H 0.80 -1.73 -3.39
H -2.12 1.22 0.82
H -3.09 -0.11 0.50
H -1.82 0.28 -0.68
H 2.47 0.08 1.53
H 0.68 -2.08 1.22
*
```

The frontier orbital gap (alpha / beta) comes out at 7.81 / 7.81 eV. The calculation puts the HOMO energy (alpha / beta) at -7.8161 / -7.8170 eV.

natural (NBO) atomic charge list, values in e, 5 entries: -0.385 -0.260 -0.246 -1.100 -0.846

Total energy readings, ordered: -6826.31768 -8871.99104 -8874.37226 -8874.01576 -8873.10948 -8867.26829 -8872.42179 -8873.80860 -19708.72860 -16749.31334 eV
Energy relative to the best compared isomer or geometry (same formula, charge and spin) readings, ordered: 0.928 1.647 0.117 0.474 1.380 7.221 2.068 0.681 0.797 6.064 eV